C58H124N6O8 | the ωB97M-V functional and the def2-TZVPD basis

The HOMO-LUMO gap is 8.34 eV. As for the SMILES: CC1(C)CCCC(C)(C)N1O.CC1(C)CCCC(C)(C)N1O.CC1(C)CCCC(C)(C)N1O.CC1(C)CCCC(C)(C)N1O.CC1(C)CCCC(C)(C)N1O.CC1(C)CCCC(C)(C)N1O.COCCOC. The value obtained for the lowest unoccupied orbital energy is 0.490 eV. Its energy relative to the best compared isomer or geometry (same formula, charge and spin) is 1.600 eV. As for the highest occupied orbital energy: -7.851 eV.

The geometry in ORCA input format:
```
! wB97M-V def2-TZVPD RIJCOSX def2/J DEFGRID3
* xyz 0 1
C 3.15 -1.88 0.95
C 1.99 -0.98 1.30
C 2.40 -0.14 2.55
C 1.84 0.02 0.14
C 0.47 0.72 0.04
C -0.64 -0.34 -0.02
C -0.51 -1.25 1.23
C -1.11 -0.49 2.44
C -1.54 -2.40 0.93
N 0.82 -1.84 1.41
O 0.80 -2.67 2.57
H 3.14 -2.42 0.00
H 4.11 -1.36 0.87
H 3.28 -2.65 1.72
H 3.43 0.22 2.56
H 1.73 0.72 2.53
H 2.28 -0.67 3.49
H 2.62 0.78 0.20
H 1.95 -0.54 -0.80
H 0.37 1.39 0.89
H 0.46 1.32 -0.87
H -0.70 -0.96 -0.91
H -1.53 0.28 0.02
H -2.07 0.00 2.27
H -0.32 0.17 2.81
H -1.21 -1.14 3.31
H -1.63 -3.16 1.71
H -1.25 -2.97 0.03
H -2.55 -2.04 0.71
H 0.98 -3.51 2.13
C -4.93 -0.87 3.11
C -5.46 -2.24 3.54
C -4.64 -3.40 2.96
C -5.47 -2.28 5.06
C -6.46 -3.27 5.65
C -7.86 -2.81 5.35
C -8.08 -2.75 3.82
C -8.37 -4.23 3.39
C -9.19 -1.72 3.56
N -6.89 -2.26 3.07
O -6.98 -2.47 1.67
H -5.06 -0.69 2.04
H -5.47 -0.15 3.70
H -3.85 -0.81 3.31
H -3.76 -3.66 3.54
H -5.29 -4.27 3.09
H -4.34 -3.14 1.95
H -4.51 -2.72 5.34
H -5.57 -1.34 5.61
H -6.20 -4.28 5.32
H -6.36 -3.37 6.74
H -8.03 -1.90 5.93
H -8.52 -3.58 5.77
H -7.51 -4.88 3.57
H -8.53 -4.16 2.31
H -9.22 -4.68 3.90
H -8.73 -0.74 3.63
H -9.97 -1.79 4.32
H -9.55 -1.87 2.54
H -6.85 -3.43 1.60
C -4.08 2.55 5.20
C -3.01 3.64 5.04
C -2.37 3.53 3.61
C -3.69 5.01 5.08
C -2.72 6.16 5.35
C -1.92 5.86 6.62
C -1.09 4.56 6.49
C 0.02 4.73 5.43
C -0.57 4.26 7.91
N -2.03 3.50 6.11
O -1.47 2.22 6.26
H -4.34 2.47 6.25
H -4.87 2.78 4.49
H -3.59 1.63 4.85
H -1.68 4.37 3.52
H -1.75 2.64 3.51
H -3.16 3.64 2.86
H -4.23 5.17 4.14
H -4.49 5.07 5.82
H -2.02 6.40 4.54
H -3.38 7.03 5.43
H -2.71 5.72 7.37
H -1.21 6.62 6.95
H 0.22 3.83 4.85
H 0.96 4.99 5.93
H -0.16 5.55 4.74
H -1.27 3.78 8.60
H -0.11 5.12 8.39
H 0.20 3.48 7.91
H -1.84 1.89 7.09
C 9.80 0.72 0.11
C 10.14 -0.79 0.37
C 11.12 -1.36 -0.67
C 10.86 -0.95 1.70
C 10.02 -0.84 2.96
C 8.86 -1.89 2.88
C 8.03 -1.70 1.59
C 7.17 -2.97 1.38
C 7.17 -0.47 1.85
N 8.92 -1.60 0.41
O 8.22 -1.50 -0.82
H 10.49 1.32 0.71
H 8.75 0.89 0.28
H 10.07 0.90 -0.93
H 11.36 -2.38 -0.37
H 12.04 -0.77 -0.68
H 10.78 -1.51 -1.70
H 11.26 -1.97 1.73
H 11.70 -0.27 1.83
H 9.66 0.19 3.07
H 10.60 -0.95 3.88
H 8.38 -1.67 3.83
H 9.28 -2.89 2.94
H 7.28 -3.36 0.37
H 7.51 -3.78 2.04
H 6.12 -2.78 1.55
H 6.58 -0.68 2.75
H 7.72 0.42 2.18
H 6.51 -0.14 1.05
H 8.67 -2.19 -1.31
C -0.44 -4.10 -5.72
C 0.74 -3.19 -5.26
C 0.79 -1.92 -6.10
C 0.40 -2.80 -3.81
C 0.89 -3.79 -2.79
C 2.28 -4.34 -2.89
C 2.73 -4.73 -4.32
C 4.22 -4.53 -4.42
C 2.37 -6.20 -4.65
N 2.05 -3.87 -5.33
O 2.33 -4.26 -6.65
H -1.36 -3.52 -5.80
H -0.26 -4.65 -6.65
H -0.58 -4.89 -4.98
H 1.45 -1.17 -5.67
H 1.16 -2.09 -7.11
H -0.20 -1.45 -6.03
H 0.76 -1.79 -3.57
H -0.66 -2.68 -3.57
H 0.91 -3.29 -1.81
H 0.14 -4.58 -2.74
H 2.31 -5.15 -2.16
H 2.99 -3.56 -2.59
H 4.81 -5.33 -3.95
H 4.60 -3.63 -3.92
H 4.57 -4.55 -5.46
H 2.79 -6.84 -3.88
H 2.74 -6.48 -5.63
H 1.29 -6.36 -4.66
H 2.98 -3.61 -6.93
C 0.10 3.28 -8.81
C -0.11 4.28 -7.65
C 0.27 5.69 -8.08
C -1.60 4.37 -7.23
C -1.98 3.18 -6.36
C -1.09 3.10 -5.11
C 0.38 2.93 -5.43
C 1.17 3.25 -4.17
C 0.62 1.48 -5.89
N 0.72 3.91 -6.48
O 2.09 3.99 -6.71
H 1.16 3.17 -9.08
H -0.17 2.24 -8.63
H -0.40 3.66 -9.70
H 0.11 6.33 -7.22
H 1.29 5.80 -8.46
H -0.29 6.00 -8.97
H -1.79 5.35 -6.79
H -2.25 4.22 -8.10
H -3.01 3.27 -6.01
H -1.78 2.31 -6.99
H -1.45 2.22 -4.56
H -1.27 3.95 -4.45
H 2.23 3.12 -4.41
H 1.00 2.51 -3.39
H 1.05 4.25 -3.75
H 0.18 1.26 -6.85
H 0.21 0.78 -5.16
H 1.70 1.35 -5.95
H 2.36 4.88 -6.45
C -5.97 2.49 0.48
O -5.09 3.12 -0.44
C -3.90 2.36 -0.60
C -4.18 1.23 -1.59
O -4.59 1.83 -2.80
C -5.44 1.03 -3.56
H -5.52 2.48 1.48
H -6.42 1.53 0.22
H -6.84 3.13 0.64
H -3.51 1.95 0.33
H -3.21 3.08 -1.04
H -4.90 0.49 -1.22
H -3.24 0.68 -1.72
H -5.02 0.05 -3.82
H -5.95 1.56 -4.36
H -6.31 0.63 -3.00
*
```

Atomic partial charges in e from the Mulliken method, atoms 1 to 8: C -1.7043; C 1.6991; C -1.7468; C -1.2731; C -0.6492; C -0.1533; C 1.1696; C -1.1999